1.
Density functional theory data (ωB97M-V/def2-TZVPD) for a molecular structure, C42H42BaClN3O5S3Se.

```
98
Properties=species:S:1:pos:R:3:mulliken_charge:R:1
Ba -0.90423 0.11735 -0.13423 1.91
C -0.12744 0.17405 5.64210 -2.15
C 0.62775 -0.67251 4.64894 1.40
C 1.91861 -0.28714 4.27573 1.18
C 2.57533 0.87596 4.97201 -2.38
C 2.58666 -0.97707 3.26031 1.28
C 3.89013 -0.41766 2.74403 -2.20
C 2.01917 -2.13762 2.72153 0.76
C 2.77637 -2.95499 1.70067 -2.09
C 0.74311 -2.55368 3.13447 1.34
C 0.09546 -3.76773 2.51598 -1.46
C 0.04029 -1.80919 4.08600 0.51
C -1.34966 -2.21020 4.51111 -2.41
H 0.20853 -0.01208 6.66754 0.32
H -1.19733 -0.01074 5.60197 0.46
H 0.03220 1.23213 5.43555 0.28
H 2.25567 0.93876 6.01158 0.53
H 2.33923 1.82082 4.47323 0.29
H 3.65994 0.78481 4.96406 0.49
H 4.75094 -0.78275 3.31456 0.26
H 3.88250 0.67081 2.79846 0.21
H 4.04860 -0.67698 1.70000 0.45
H 3.82367 -2.67110 1.65125 0.44
H 2.34706 -2.84637 0.70044 0.23
H 2.74683 -4.01642 1.94882 0.50
H -0.21041 -4.48970 3.27753 0.36
H 0.75503 -4.27979 1.82531 -0.07
H -0.79726 -3.47955 1.95571 0.22
H -1.42920 -2.25940 5.59968 0.49
H -1.64087 -3.17719 4.11280 0.37
H -2.07937 -1.48271 4.15020 0.33
C -0.27395 1.69976 -3.74295 -0.72
N -0.91648 1.82675 -2.43381 0.27
C -1.64075 2.86745 -2.21304 -0.11
C -2.18451 3.22325 -0.95949 -0.08
C -3.02162 4.32089 -0.69369 -0.72
C -3.26737 4.28853 0.67327 -0.82
C -2.56439 3.18104 1.16276 -0.58
N -1.90903 2.53463 0.19365 0.14
C -1.17960 1.79910 -4.95004 0.13
C -1.74483 0.64954 -5.49733 0.36
C -2.59074 0.72180 -6.59168 -1.00
C -2.88250 1.94999 -7.16690 -0.40
C -2.30916 3.09897 -6.64823 -0.66
C -1.45971 3.02187 -5.55393 -0.30
H 0.22076 0.72952 -3.76158 -0.28
H 0.51300 2.46137 -3.82360 0.54
H -1.86723 3.57421 -3.02334 0.15
H -3.38481 5.03653 -1.41740 0.42
H -3.86275 4.97879 1.25167 0.41
H -2.51313 2.83343 2.18536 0.49
H -1.51096 -0.31121 -5.06269 0.36
H -3.02077 -0.18623 -6.99678 0.41
H -3.54708 2.01015 -8.02081 0.36
H -2.52036 4.06171 -7.09876 0.35
H -1.00138 3.92478 -5.16761 0.44
O -4.33226 -1.65437 1.99133 -0.77
Cl -3.29377 -1.00723 1.27218 1.11
O -2.49001 -0.19815 2.14014 -0.44
O -3.81343 -0.17512 0.23564 -0.46
O -2.41672 -1.97567 0.66267 -0.44
Se 3.10759 3.56602 2.28614 -0.39
C 2.75873 4.82201 3.62566 -0.24
C 3.61921 5.89963 3.87942 -0.28
C 3.33178 6.79024 4.89314 -0.24
N 2.26222 6.71832 5.68743 -0.68
C 1.43607 5.69839 5.43954 -0.29
C 1.62711 4.75241 4.45350 -0.18
H 4.51140 6.02709 3.28007 0.33
H 4.00727 7.62256 5.08423 0.30
H 0.55639 5.63819 6.07666 0.33
H 0.89736 3.96643 4.30901 0.45
O 0.02160 -1.35952 -1.62227 -1.29
C -0.08836 -2.39568 -2.49646 3.26
C -1.55079 -2.58957 -2.88879 -1.13
C -2.20360 -3.64229 -3.46895 -0.02
C -3.58132 -3.38671 -3.67115 -0.97
C -3.94390 -2.14578 -3.23576 -0.82
S -2.61203 -1.28266 -2.60276 0.36
C 0.46669 -3.68879 -1.88926 -0.71
C 1.77030 -4.09589 -1.87889 -0.48
C 1.98827 -5.27063 -1.11599 -0.63
C 0.83899 -5.73976 -0.56023 -0.54
S -0.51189 -4.75736 -0.96304 0.06
C 0.72217 -2.09618 -3.76521 -0.38
C 1.80340 -1.27162 -3.82997 -0.54
C 2.38658 -1.20881 -5.12054 -0.80
C 1.74112 -1.99478 -6.02108 -0.57
S 0.40673 -2.81005 -5.30467 -0.14
H -1.71967 -4.57477 -3.72162 0.66
H -4.27334 -4.09798 -4.09973 0.43
H -4.92251 -1.69508 -3.24840 0.48
H 2.54712 -3.55809 -2.40166 0.48
H 2.95392 -5.73711 -0.98340 0.39
H 0.71409 -6.60698 0.06817 0.44
H 2.13713 -0.71826 -2.96563 0.54
H 3.23781 -0.59154 -5.36916 0.39
H 1.95459 -2.11359 -7.07074 0.44
```

The calculation puts the HOMO energy at -1.74 eV. As for the charge: -2. Its LUMO energy is 3.49 eV. Its multiplicity is 1. The calculation puts the energy above the lowest of the compared OMol25 structures with the same formula, charge and spin at 0.1 kcal/mol. The calculation puts the maximum force at 1.67 eV/A. Its energy is -6247.72669 hartree.


2.
Density functional theory data (ωB97M-V/def2-TZVPD) for a molecular structure, C42H42BeIN3OPSSi.

```
93
Properties=species:S:1:pos:R:3:mulliken_charge:R:1
Be -0.10604 0.43205 0.61819 -1.85
I 0.27002 0.78168 3.17160 0.30
C 0.19988 2.82329 3.62858 0.29
C 0.26844 2.96694 4.98603 -0.78
C 0.22633 4.23324 5.59486 -0.92
C 0.09514 5.32503 4.80168 -1.02
C 0.00913 5.20358 3.39243 1.09
C -0.14969 6.40677 2.66306 -0.93
C -0.25053 6.39816 1.31334 -1.36
C -0.17871 5.16591 0.64932 -1.07
C -0.01801 3.95483 1.28443 0.98
P 0.10119 2.59638 0.05124 2.43
C -1.27201 2.99363 -1.11423 0.78
C -1.17583 2.60828 -2.45192 -1.12
C -2.21005 2.87047 -3.33957 -0.60
C -3.36670 3.50046 -2.90098 -0.76
C -3.48871 3.85098 -1.56580 -0.71
C -2.45186 3.59529 -0.67929 -0.49
C 1.61374 2.97056 -0.92755 0.84
C 1.99536 2.03396 -1.89336 -0.42
C 3.05862 2.27923 -2.74784 -0.95
C 3.78079 3.46157 -2.63642 -0.80
C 3.44018 4.37811 -1.65464 -0.69
C 2.36482 4.13640 -0.80721 -0.83
C 0.07321 3.93177 2.72889 -0.24
H 0.34815 2.08699 5.61242 0.45
H 0.29338 4.31881 6.67247 0.41
H 0.04611 6.31987 5.23019 0.41
H -0.19096 7.33682 3.21780 0.40
H -0.38141 7.31193 0.74912 0.46
H -0.25347 5.18111 -0.42847 0.86
H -0.28347 2.12545 -2.82949 0.32
H -2.10650 2.58058 -4.37770 0.45
H -4.17310 3.70465 -3.59438 0.42
H -4.39391 4.32445 -1.20430 0.42
H -2.57068 3.88238 0.35762 0.47
H 1.46005 1.09463 -1.98035 0.49
H 3.32611 1.54426 -3.49786 0.46
H 4.60780 3.66191 -3.30692 0.40
H 4.01339 5.29024 -1.54036 0.44
H 2.14447 4.85799 -0.03360 0.32
C 5.17292 1.79672 0.60346 -0.96
C 4.97623 0.39237 1.17436 -0.49
C 3.65057 -0.20136 0.79462 0.15
N 2.55183 0.44540 0.73074 -0.30
N 1.46422 -0.36025 0.37244 0.76
C 1.80178 -1.62116 0.20415 0.48
N 0.93783 -2.59096 -0.12173 -0.22
S 3.47977 -1.90344 0.42997 -0.23
H 6.10017 2.22645 0.98346 0.43
H 4.34639 2.44793 0.89014 0.16
H 5.22044 1.77569 -0.48655 0.24
H 5.02407 0.42173 2.26591 0.27
H 5.77136 -0.27829 0.84527 0.43
H -0.05774 -2.41193 -0.09796 -0.12
H 1.24009 -3.54605 -0.17583 0.24
C -4.00178 0.23939 -1.54110 -1.64
C -4.28263 -0.13666 -0.08221 2.56
C -5.52558 -1.04346 -0.02027 -1.91
C -4.56630 1.13586 0.73229 -1.65
Si -2.79932 -1.08111 0.57354 -1.76
O -1.36248 -0.29831 0.38042 2.54
C -2.64443 -2.62291 -0.49202 1.16
C -1.74536 -2.58999 -1.56695 -0.16
C -1.58981 -3.66940 -2.42992 -0.82
C -2.34713 -4.81750 -2.23827 -0.64
C -3.27823 -4.86243 -1.20844 -0.97
C -3.43193 -3.77639 -0.35498 -0.56
C -3.06791 -1.48296 2.38700 1.02
C -3.21608 -0.43603 3.30876 -0.07
C -3.49247 -0.67545 4.64746 -1.02
C -3.63202 -1.98070 5.10450 -0.58
C -3.48544 -3.03641 4.21743 -0.81
C -3.20726 -2.78738 2.87684 -0.45
H -4.84901 0.79740 -1.95608 0.59
H -3.85243 -0.65098 -2.16285 0.27
H -3.11067 0.86526 -1.63362 0.18
H -6.40556 -0.48012 -0.35424 0.52
H -5.72895 -1.39413 0.99910 0.32
H -5.42962 -1.91683 -0.67052 0.38
H -5.34167 1.72792 0.22907 0.54
H -3.67945 1.77540 0.83097 0.06
H -4.92801 0.89946 1.73456 0.35
H -1.21246 -1.66081 -1.75921 0.27
H -0.89707 -3.61074 -3.26195 0.45
H -2.23071 -5.66473 -2.90334 0.41
H -3.89505 -5.74343 -1.07680 0.43
H -4.18780 -3.83173 0.42151 0.54
H -3.12478 0.59257 2.97594 0.60
H -3.60394 0.15570 5.33364 0.44
H -3.85676 -2.17269 6.14732 0.40
H -3.58960 -4.05600 4.56655 0.42
H -3.06959 -3.63276 2.21277 0.42
```

The calculation puts the HOMO energy at -10.88 eV. As for the charge: +1. Its LUMO energy is -2.54 eV. Its multiplicity is 1. The calculation puts the maximum force at 0.87 eV/A. Its energy is -3206.67732 hartree.


3.
Density functional theory data (ωB97M-V/def2-TZVPD) for a molecular structure, C42H42ClO8P2S3W.

```
99
Properties=species:S:1:pos:R:3:mulliken_spin:R:1
W 0.30272 0.01329 -0.20680 0.88
O 1.67104 -0.02196 -3.80357 0.01
C 0.95512 0.62350 -3.10225 0.01
O 1.18969 0.69500 -1.75265 0.05
C -0.20795 1.46143 -3.55765 0.00
C -0.42656 2.71612 -2.69785 0.00
C -1.38992 3.66791 -3.40775 0.00
C -2.74130 2.92967 -3.21225 0.00
C -2.30203 1.69765 -2.41786 0.00
O -1.21592 2.19648 -1.61796 0.02
C -1.57603 0.71410 -3.36537 -0.01
C -1.44282 -0.68144 -2.80524 0.01
O -1.87493 -1.66060 -3.32913 0.00
O -0.78730 -0.79996 -1.60821 0.02
H -0.04182 1.68628 -4.60937 0.00
H 0.48385 3.16188 -2.30136 0.00
H -1.12482 3.81615 -4.45330 0.00
H -1.39341 4.64015 -2.91960 0.00
H -3.22586 2.65964 -4.14879 0.00
H -3.44453 3.52390 -2.63265 0.00
H -3.06244 1.25812 -1.77811 0.00
H -2.09404 0.59750 -4.31395 0.00
C -1.93978 5.08089 0.12658 0.00
C -2.36733 4.31873 1.35076 0.00
O -2.52646 2.89243 1.01829 0.00
P -1.51453 1.82311 1.54130 0.05
S -1.99222 0.05243 0.75038 -0.02
S 0.41572 2.13492 1.02483 -0.02
O -1.51878 1.83832 3.11121 0.00
C -2.65917 1.38105 3.91934 0.00
C -3.66468 2.48246 4.13037 0.00
H -1.87142 6.13985 0.37851 0.00
H -2.67056 4.96358 -0.67250 0.00
H -0.96851 4.74163 -0.23197 0.00
H -3.34468 4.63043 1.71089 0.00
H -1.65461 4.40968 2.17254 0.00
H -2.19832 1.06111 4.84977 0.00
H -3.09072 0.50746 3.42701 0.00
H -3.19356 3.36026 4.57141 0.00
H -4.43475 2.13246 4.81820 0.00
H -4.15627 2.76259 3.19938 0.00
Cl 0.67810 -0.57492 2.77249 -0.01
C 1.49883 -2.11074 2.86364 0.00
C 2.04867 -2.49340 4.07532 0.00
C 2.63825 -3.74418 4.16334 0.00
C 2.65927 -4.59466 3.06354 0.00
C 2.10587 -4.18748 1.86317 0.00
C 1.53184 -2.91849 1.73996 0.00
P 0.72068 -2.45895 0.19223 0.01
C 1.89420 -2.86612 -1.11963 0.01
C 3.24849 -3.07144 -0.83627 0.00
C 4.14241 -3.32345 -1.86196 0.00
C 3.70152 -3.36586 -3.17964 0.00
C 2.36878 -3.12943 -3.46987 0.00
C 1.46888 -2.86878 -2.44769 -0.01
C -0.77989 -3.46601 0.19300 -0.01
C -1.47867 -3.81226 -0.96272 0.00
C -2.65958 -4.53122 -0.86932 0.00
C -3.16430 -4.89276 0.37109 0.00
C -2.48605 -4.53317 1.52613 0.00
C -1.30056 -3.82262 1.44179 0.00
H 1.99971 -1.83555 4.93193 0.00
H 3.06832 -4.06269 5.10355 0.00
H 3.10042 -5.57832 3.14466 0.00
H 2.11288 -4.85846 1.01302 0.00
H 3.61640 -3.04492 0.18064 0.00
H 5.18478 -3.49678 -1.62820 0.00
H 4.40004 -3.57421 -3.97892 0.00
H 2.02248 -3.12544 -4.49396 0.00
H 0.44571 -2.64038 -2.71102 0.00
H -1.14017 -3.52638 -1.94398 0.00
H -3.18627 -4.79938 -1.77483 0.00
H -4.08687 -5.45371 0.43848 0.00
H -2.87323 -4.81385 2.49626 0.00
H -0.78179 -3.56384 2.35582 0.00
O 2.27884 -0.03558 0.43182 0.00
S 3.53858 0.27054 -0.45998 0.01
C 3.69868 2.02693 -0.48148 0.01
C 3.70434 2.62302 -1.73608 0.00
C 3.82695 4.00326 -1.81962 0.00
C 3.92887 4.75717 -0.66036 0.00
C 3.92103 4.14553 0.59083 0.00
C 3.81375 2.77076 0.68926 0.00
C 4.83491 -0.21788 0.64228 0.00
C 6.08724 -0.36069 0.05588 0.00
C 7.15294 -0.74874 0.85129 0.00
C 6.95243 -1.00520 2.20238 0.00
C 5.69069 -0.87213 2.76397 0.00
C 4.61324 -0.47363 1.98516 0.00
H 3.62763 2.01506 -2.62995 0.00
H 3.85213 4.48660 -2.78690 0.00
H 4.02894 5.83233 -0.72823 0.00
H 4.01552 4.74251 1.48765 0.00
H 3.82703 2.28414 1.65635 0.00
H 6.23149 -0.17435 -1.00218 0.00
H 8.13604 -0.85972 0.41504 0.00
H 7.78587 -1.31445 2.81844 0.00
H 5.54314 -1.07623 3.81621 0.00
H 3.62524 -0.36644 2.41033 0.00
```

The calculation puts the HOMO energy (spin up / spin down) at -13.84 / -13.90 eV. As for the charge: +2. Its LUMO energy (spin up / spin down) is -6.56 / -6.34 eV. Its multiplicity is 2. The calculation puts the energy above the lowest of the compared OMol25 structures with the same formula, charge and spin at 0.0 kcal/mol. The calculation puts the maximum force at 0.60 eV/A. Its energy is -4631.83922 hartree.